DFT (ωB97M-V/def2-TZVPD) results for an isolated ion of composition C3H2FO3 and charge -1 in a non-equilibrium geometry.

Last column: natural (NBO) charge in e.
Positions of all 9 atoms, in Å:
F -1.3649 -0.1249 1.3454  -0.3725
O 0.4088 -0.9042 -1.8753  -0.7258
O -1.0465 -2.1218 -0.7307  -0.7242
O -0.3794 1.5126 -0.0520  -0.5377
C -0.4339 -1.1186 -1.0247  0.7685
C -0.7041 0.0895 0.1315  0.4602
C 0.8034 0.9007 0.6113  -0.2235
H 1.6026 0.5975 -0.0925  0.1891
H 1.1140 1.1692 1.6871  0.1660

Atoms 1-2, force components in eV/Å:
-0.3946 0.0114 -1.5925
0.4449 1.2741 -0.3783

Values from the calculation:
- HOMO: -4.6 eV
- Net charge: -1
- HOMO-LUMO gap: 8.891 eV
- SMILES: O=C([O-])[C@@]1(F)CO1
- Molecular weight: 105.04 g mol⁻¹


DFT (ωB97M-V/def2-TZVPD) results for a 10-piece molecular cluster, C48H121N7O16 overall in a non-equilibrium geometry.

Last column: Mulliken charge in e.
Positions of all 192 atoms, in Å:
O -0.5681 6.4551 1.4278  -0.3337
O -1.3865 -3.4716 -4.6109  -0.2822
O -4.4198 -1.9759 -1.2522  -0.1307
O -0.7228 3.9128 6.0499  -0.0145
O -4.5609 5.9289 6.0177  -0.3173
O -2.1143 3.3965 -1.5335  -0.6683
O 3.1172 3.3511 -3.6779  -0.5085
O 5.2843 -0.1740 -2.0823  0.0503
O 0.9562 -0.7085 -2.5404  -0.2193
O -1.7586 -0.0879 2.6943  0.0416
O -1.6999 -7.8905 -7.1715  -0.3213
O 1.8674 2.4778 0.6864  0.9511
O 4.2731 1.3650 1.9321  0.4516
O 6.0027 4.1015 1.3800  -0.4438
O 6.1273 -1.8340 -6.8408  -0.2726
O -9.7875 -4.4257 -1.1773  -0.3073
N -7.2569 -3.4949 -2.0205  -0.2897
N -2.7518 2.1355 4.4842  -0.3936
N -0.2419 -6.0707 -5.5238  -0.2363
N 3.6677 0.7141 3.0107  0.6303
N 5.4356 -2.3409 -3.9383  -0.3885
N -2.8282 4.9148 4.0089  0.0788
N -0.3694 1.3366 -0.9284  0.6881
C 0.0090 -5.4379 -4.2382  -0.9030
C -0.2341 4.4515 7.2509  -0.9941
C 6.5084 4.6962 2.5874  -0.7148
C -6.1665 -3.6809 -1.0499  -0.8077
C 2.2289 -1.4059 -2.4951  -0.7940
C -0.3110 6.7456 0.1125  -0.7175
C -0.0711 -3.9135 -4.4721  0.1250
C 5.1980 1.8045 4.7099  -1.3986
C 5.6301 -3.0149 -6.2739  -0.8324
C -1.7628 5.6199 3.2923  -1.1181
C -1.3113 1.9637 4.6749  0.2611
C -5.1735 5.3286 4.8421  -0.7117
C 4.7393 -2.6284 -5.1379  -0.5835
C 3.1781 -1.4742 4.1620  -1.1484
C -4.5272 -1.5348 -2.6241  -0.2902
C -4.1509 5.5154 3.6767  -0.9949
C -0.3811 -8.1427 -6.8623  -0.6499
C -5.2696 5.5667 7.1850  -0.8919
C -0.8179 2.4898 6.0978  -1.0181
C -1.7853 5.7696 1.7304  0.1433
C -3.1093 0.1624 2.9067  -1.0008
C 3.7447 1.4265 4.3096  1.4415
C -10.8709 -4.8239 -0.3625  -0.7580
C 6.2398 -1.1619 -4.1316  -0.3808
C -3.3031 1.7090 3.2174  -0.1153
C 2.8404 2.7006 4.0966  -1.3856
C 0.1568 -0.9971 -1.3913  -0.0530
C -0.3743 1.4221 0.5472  1.9529
C 5.3942 -1.2348 2.8896  -1.5351
C -8.7035 -5.3663 -1.3010  -0.4743
C 3.8919 -0.7791 2.9515  1.9503
C 2.9540 0.6560 5.4115  -0.6534
C 6.5142 -0.5254 -2.7599  -0.9172
C 1.9914 2.6295 -3.2718  0.1393
C -0.9337 0.0719 -1.3421  -0.8727
C -2.4098 -9.0919 -7.0995  -0.7891
C -3.3226 2.7690 -1.1452  -0.0194
C 0.4638 2.6881 0.9357  -0.5201
C -1.5880 -1.3243 1.9656  -0.2462
C 3.3784 -0.8304 5.5024  -1.0185
C 2.6739 3.6443 0.5103  -1.0409
C 3.2474 -1.1656 1.6519  -2.0461
C 5.3721 0.6324 -0.9257  -0.3393
C -5.6045 -2.2866 -0.5691  -0.6842
C -7.8073 -4.7853 -2.4419  -0.7199
C -0.1074 -7.5613 -5.4482  -0.6732
C 6.9944 -2.1784 -7.9895  -0.8463
C -1.4931 -2.0320 -4.9051  -0.5323
H 7.2204 -1.4461 -4.5135  0.3473
H 0.9922 -5.7478 -3.8842  0.3976
H 4.0830 -3.4449 -4.8368  0.5387
H -0.2826 -1.9850 -1.5293  0.6380
H -8.0935 -5.5106 -0.4092  0.3434
H -4.5883 5.0639 2.7862  0.4187
H -5.4404 4.2742 4.9137  0.3239
H -1.8294 -0.1917 -0.7796  0.0641
H -4.6622 5.9186 8.0189  0.2741
H -0.5791 -5.7167 -3.3638  0.3541
H 0.2888 3.0586 1.9457  -0.5118
H 5.8318 4.6796 3.4418  0.2192
H -2.2907 -9.7156 -6.2136  0.3126
H 2.6937 3.3935 4.9251  0.3982
H -1.0304 -1.7378 -5.8471  0.3220
H 6.9891 5.6279 2.2889  0.2913
H 7.3667 4.0616 2.8081  0.3450
H 2.7832 4.3179 1.3603  0.2309
H -3.6341 -0.0822 1.9832  0.3850
H -1.3006 0.1729 -2.3635  0.4332
H -6.0038 5.9354 4.4807  0.4420
H -1.1715 -1.4174 -4.0643  0.0664
H 6.0078 -0.8629 3.7101  0.3401
H -6.9441 -5.3670 -2.7653  0.3757
H -10.5636 -5.3610 0.5348  0.3247
H 3.6940 3.2943 0.3519  0.1100
H 4.4472 -0.8483 5.7154  0.3630
H -6.3665 -1.5079 -0.6022  0.3883
H 3.3928 3.2613 3.3425  0.0334
H 3.5736 -2.4879 4.2266  0.5016
H -0.9639 7.5009 -0.3251  0.3107
H 7.6435 -3.0495 -7.9010  0.3405
H -0.2831 5.5404 7.2538  0.2496
H 2.7549 -1.2746 -1.5494  -0.0348
H 6.0453 3.1625 1.5752  0.2373
H -0.4430 5.8558 -0.5031  0.1963
H 3.2116 -2.2529 1.5835  0.6844
H -0.5728 -1.3148 1.5688  -0.1708
H 0.7342 -0.9551 -0.4677  -0.3419
H -11.5436 -5.4483 -0.9506  0.2709
H -1.3753 1.6316 0.9244  -0.5534
H 4.7556 -2.2954 -3.1929  0.2715
H -4.1974 6.5741 3.4220  0.5777
H 3.5080 1.6308 1.4168  -0.1942
H -5.0162 -0.5636 -2.6997  0.3013
H -1.6254 6.6014 3.7461  0.4867
H 5.1841 -3.7011 -6.9939  0.5263
H -3.5819 -0.5546 3.5780  0.4867
H -11.3913 -3.9142 -0.0630  0.2393
H -2.5658 -1.9579 -5.0839  0.3216
H -1.4994 2.6592 -1.5307  0.3552
H 6.3972 -2.2921 -8.8943  0.2961
H 1.8931 0.6566 5.1612  -0.2324
H 2.1631 1.5620 -3.1342  -0.3070
H 2.7819 4.2113 -3.9408  0.3131
H 0.3227 -3.4260 -3.5802  -0.2328
H -0.8813 4.1041 8.0562  0.3735
H -3.4748 -8.9632 -7.2927  0.2539
H 4.3138 0.8103 -0.7344  -0.3053
H 0.0319 -9.1456 -6.9713  0.4490
H 0.4869 -3.5548 -5.3369  0.3600
H -4.3770 1.8954 3.2085  0.4334
H 0.0731 3.5287 0.3622  -0.3107
H -8.3955 -4.6013 -3.3409  0.3289
H 7.1709 0.3129 -2.9924  0.3395
H 0.6120 1.3406 -1.1671  -0.3414
H 2.8567 -1.3533 6.3039  0.4847
H 4.0151 -1.8414 -5.3483  0.3581
H 5.4836 -2.2924 2.6411  0.4566
H 3.7831 -0.8605 0.7531  -0.0451
H 6.4349 -3.5879 -5.8133  0.3350
H 7.6346 -1.3127 -8.1593  0.2632
H -1.7550 -2.1595 2.6458  0.3931
H 0.2237 -7.5733 -7.5680  0.3263
H -5.0830 -2.2900 -3.1800  0.3592
H -8.9663 -6.3982 -1.5339  0.4472
H 5.2443 2.2415 5.7074  0.4071
H -3.5789 -1.3874 -3.1409  -0.2711
H -0.7895 -8.0261 -4.7363  0.3242
H -0.6974 2.3558 3.8640  -0.4549
H -6.7329 -3.9806 -0.1681  0.4472
H -2.6373 6.3952 1.4644  0.5622
H 2.2241 4.2122 -0.3041  0.5153
H -3.5011 1.8108 -1.6331  0.0538
H 5.8173 -0.7743 1.9968  0.1328
H 7.0793 -1.2645 -2.1920  0.3768
H -5.4883 4.5138 7.3631  0.3402
H 5.8538 0.9343 4.7390  0.3132
H 5.7942 0.0685 -0.0939  0.2357
H -0.8394 5.0666 3.4640  0.2700
H -2.6479 5.1458 4.9755  0.1313
H -1.1195 0.8907 4.6869  0.6810
H 2.2514 -0.7660 1.4608  0.0189
H -2.9411 2.3141 2.3863  -0.0173
H 5.6796 2.5062 4.0290  0.0057
H -1.1721 -5.9197 -5.8871  0.2734
H 0.7461 7.0046 0.0532  0.2862
H -2.7455 3.1348 4.3377  0.3244
H -5.3681 -4.4073 -1.2014  0.3728
H 3.1715 1.2167 6.3207  0.5816
H 2.0433 -2.4799 -2.5090  0.5423
H -7.9250 -2.9120 -1.5369  0.3044
H 5.8560 -0.3791 -4.7858  0.3243
H -1.7732 4.7523 1.3390  -0.2123
H -3.2568 2.5883 -0.0723  -0.1575
H 0.8006 4.1599 7.4313  0.2809
H 2.1012 -1.4704 3.9941  0.2260
H 0.2188 2.1873 6.2458  0.2903
H 2.8392 -1.1478 -3.3606  0.3171
H -5.2202 -2.3356 0.4498  0.2463
H -2.0440 -9.6511 -7.9606  0.3211
H 0.8536 -7.9577 -5.1204  0.4443
H 1.8504 2.4696 3.7033  0.0568
H 5.9677 1.5279 -1.1026  0.3615
H -1.3430 2.1896 7.0046  0.4977
H -2.2593 -1.3167 1.1069  0.0177
H 0.1965 0.6112 0.9997  -0.8580
H 1.6589 2.8924 -2.2676  -0.0761
H -4.2197 3.3507 -1.3571  0.4021
H -6.2533 6.0187 7.3116  0.3490
H 1.1734 2.6425 -3.9921  0.3967

Atoms 1-2, force components in eV/Å:
-0.6154 -0.4147 1.8741
-0.8066 1.1684 -0.5917

Values from the calculation:
- HOMO: -8.2 eV
- Net charge: 0
- HOMO-LUMO gap: 8.842 eV
- SMILES: CC1(C)CCCC(C)(C)N1O.COCCNCCOC.COCCNCCOC.COCCNCCOC.COCCNCCOC.COCCNCCOC.COCCNCCOC.CO.CO.CO
- Molecular weight: 1052.53 g mol⁻¹